Entry 1:
Below is 2 unconnected molecules or ions with the total composition C2H7NO2 at a distorted geometry, with properties calculated with the ωB97M-V functional and the def2-TZVPD basis.

```
12
Properties=species:S:1:pos:R:3:forces:R:3:lowdin_charge:R:1
C -1.407925 -1.017995 0.719277 0.06 -0.71 -0.39 -0.126
N -0.737251 -0.155223 -0.282596 -0.03 -1.01 -0.16 -0.051
H -0.685402 -1.838308 0.990348 -0.85 0.82 -0.15 0.094
H -1.645099 -0.422876 1.625885 0.16 -0.41 -0.62 0.085
H -2.339288 -1.474903 0.300038 0.66 0.27 0.55 0.078
H -0.436706 -0.650850 -1.144458 -0.16 0.32 0.98 0.118
H 0.425068 0.477901 0.304931 0.57 0.59 -0.34 0.038
H -1.331662 0.588733 -0.596855 -0.38 0.37 -0.06 0.097
O 1.776020 0.657188 -1.617440 0.50 0.51 1.39 -0.022
C 2.067268 1.117910 -0.508455 -0.69 -0.48 -1.50 -0.429
O 1.303801 1.064856 0.550916 0.14 -0.26 0.22 -0.006
H 3.011176 1.653565 -0.341591 0.01 -0.02 0.07 0.125
```
Positions in Å, forces in eV/Å.

SMILES string: O=CO.CN
Molar mass: 77.1 g mol⁻¹
Total charge: 0
Largest force on an atom: 1.7 eV/Å

=====

Entry 2:
Below is a single C3H5BrS molecule at a distorted geometry, with properties calculated with the ωB97M-V functional and the def2-TZVPD basis.

```
10
Properties=species:S:1:pos:R:3:forces:R:3:lowdin_charge:R:1
C 1.534498 0.301084 0.556130 6.32 -1.38 -2.45 -0.604
C 2.931188 0.225805 -0.012344 -4.47 0.19 2.58 -0.597
C -1.006265 -0.179366 -0.445426 1.21 -0.51 1.01 -0.373
S 0.251454 1.149311 -0.194734 -0.58 0.40 -0.09 0.778
Br 4.051101 -1.015683 0.889792 0.14 0.09 0.05 0.604
H 1.401465 -0.436880 1.371102 -0.22 0.64 -0.53 0.046
H 3.569623 0.790796 -0.729253 -1.46 -0.20 0.40 0.039
H -1.446794 0.118801 -1.379941 -0.75 -0.04 -0.09 0.011
H -1.671769 -0.245670 0.449615 0.33 0.05 -1.08 0.046
H -0.464730 -1.142275 -0.613698 -0.51 0.76 0.19 0.050
```
Positions in Å, forces in eV/Å.

SMILES string: CS/C=C/Br
Molar mass: 153.0 g mol⁻¹
Total charge: 0
Largest force on an atom: 6.9 eV/Å

=====

Entry 3:
Below is a molecular structure, C16H29InNO3 at a distorted geometry, with properties calculated with the ωB97M-V functional and the def2-TZVPD basis.

```
50
Properties=species:S:1:pos:R:3:forces:R:3:lowdin_charge:R:1
C -6.538161 -0.257171 1.372675 0.51 -0.55 0.38 -0.008
C -6.358698 -1.408520 0.404087 -0.97 0.02 -1.62 -0.512
O -7.137621 -1.534140 -0.528945 1.01 0.05 0.88 0.073
O -5.320879 -2.282595 0.521620 -1.04 0.40 0.44 -0.035
C -5.146227 -2.836049 1.824225 1.42 -0.55 0.74 -0.217
C -3.664395 -3.244986 1.998963 -0.78 0.90 0.38 -0.282
C -2.851246 -2.077254 2.601588 0.47 -0.39 -1.02 -0.322
In -2.228400 -0.501902 1.076465 -0.16 0.09 0.55 0.482
C -0.888704 -1.593962 -0.357167 0.10 0.39 0.30 -0.256
C -0.337516 -0.757418 -1.458327 -0.72 -1.10 0.68 -0.348
C -0.571813 -1.134644 -2.762665 -0.50 -0.50 -0.56 -0.073
C -0.066249 -0.431151 -3.822627 -0.19 -0.45 -0.74 -0.115
C 0.709683 0.673719 -3.594704 0.33 0.54 -1.25 -0.138
C 0.929540 1.067293 -2.311222 0.87 0.94 0.85 -0.121
C 0.425472 0.367462 -1.248913 0.17 0.20 0.80 -0.073
H -6.867895 -0.667232 2.329726 -0.23 0.22 -0.01 0.077
H -5.604817 0.270065 1.564550 0.16 -0.13 -0.15 0.049
H -7.267608 0.425885 0.955993 -0.15 -0.08 0.02 0.081
H -5.783086 -3.713747 1.987902 -0.25 0.14 -0.46 0.119
H -5.357837 -2.123170 2.622077 -0.20 0.18 -0.18 0.099
H -3.643581 -4.132132 2.645004 0.02 -0.08 -0.11 0.090
H -3.307630 -3.515594 1.003831 0.17 -0.20 0.06 0.093
H -3.338244 -1.641649 3.476982 -0.05 -0.15 0.07 0.014
H -1.889080 -2.504588 2.908938 0.02 0.24 0.22 0.012
H -1.316975 0.740653 2.014728 -0.01 -0.13 -0.18 -0.129
H -3.642546 0.255344 0.301511 0.17 -0.04 -0.05 -0.102
H -0.047994 -1.979706 0.227285 -0.15 -0.07 0.17 0.042
H -1.457765 -2.431537 -0.760238 0.10 -0.10 -0.03 0.026
H -1.167253 -2.016127 -2.962397 -0.06 -0.08 0.08 0.106
H -0.270031 -0.783765 -4.826774 0.04 0.10 -0.09 0.095
H 1.143528 1.232398 -4.414411 -0.04 0.02 -0.08 0.091
H 1.542535 1.935364 -2.094795 0.01 0.10 -0.14 0.092
H 0.627679 0.687250 -0.234417 -0.02 0.06 0.06 0.102
C 6.251790 3.049239 -0.727756 0.19 0.08 0.00 -0.077
C 5.290707 3.124092 0.454627 -0.08 -0.14 -0.29 -0.435
C 5.013338 1.762612 1.111524 -0.05 0.09 0.24 -0.216
O 4.125069 0.934792 0.394004 0.19 -0.09 0.02 -0.187
C 4.705038 0.197104 -0.665816 -0.28 0.02 -0.06 -0.103
N 4.055602 3.782861 0.019617 0.00 -0.06 0.18 0.042
H 5.774367 2.649931 -1.621996 -0.06 -0.04 0.04 0.064
H 6.617218 4.045889 -0.978238 -0.06 0.01 0.00 0.072
H 7.117044 2.424844 -0.493158 -0.02 -0.02 -0.01 0.075
H 5.760531 3.756214 1.215106 -0.05 -0.04 0.07 0.131
H 4.524602 1.946895 2.072376 -0.06 -0.01 -0.03 0.122
H 5.947969 1.227463 1.331355 0.05 0.02 -0.11 0.117
H 5.729697 -0.110743 -0.433485 0.03 0.07 0.00 0.086
H 4.686977 0.775015 -1.592794 0.15 -0.07 -0.06 0.075
H 4.098422 -0.694273 -0.821790 -0.05 0.03 0.06 0.090
H 3.455037 3.925153 0.826939 0.01 0.09 -0.02 0.074
H 3.540410 3.116518 -0.551067 0.02 0.05 -0.07 0.062
```
Positions in Å, forces in eV/Å.

Molar mass: 398.2 g mol⁻¹
Total charge: -1
Largest force on an atom: 1.9 eV/Å

=====

Record-wise HOMO-LUMO gap values, in eV: 10.47, 8.59, 7.02